# 1
The following is a quantum chemistry calculation of an isolated molecule of C4H5NO3, from OMol25.

Each line ends with the natural charge from an NBO analysis.
Atoms and positions in Å:
C: -2.0621 0.0843 0.0708  0.423
C: -0.6670 -0.2146 -0.3635  -0.041
C: 0.4098 -0.9937 0.3474  -0.526
C: 1.7258 -0.1719 0.0176  0.644
H: -1.8888 0.9733 0.9266  0.126
H: -0.5115 -0.1713 -1.4605  0.216
H: 0.0490 -0.5289 1.4042  0.250
H: 0.2414 -2.0787 0.2460  0.266
H: 1.7495 1.6082 -0.8608  0.380
N: 1.2735 1.1928 0.1680  -0.309
O: -3.1785 -0.3028 -0.2154  -0.467
O: 2.9702 -0.5602 -0.2654  -0.553
O: -0.1113 1.1634 -0.0150  -0.408


# 2
The following is a quantum chemistry calculation of an isolated molecule of C4H5NO3, from OMol25.

Each line ends with the natural charge from an NBO analysis.
Atoms and positions in Å:
C: -0.4295 -1.3861 -0.0159  0.751
C: -0.2028 1.1272 0.0181  0.621
C: 0.9826 -0.9784 0.2155  -0.518
C: 1.1895 0.4650 -0.2099  -0.467
N: -1.0998 0.1273 -0.1063  -0.225
O: -1.0895 -2.3189 -0.2817  -0.465
O: -0.5285 2.3134 0.0300  -0.631
O: -2.4306 0.4662 0.0031  -0.530
H: 1.0092 -1.0206 1.3105  0.254
H: 1.6674 -1.6735 -0.2815  0.250
H: 1.4161 0.4971 -1.2380  0.232
H: 1.9351 0.9693 0.2673  0.232
H: -2.4194 1.4121 0.2888  0.494


# 3
The following is a quantum chemistry calculation of a structure of composition C4H5NO4, from OMol25.

Each line ends with the natural charge from an NBO analysis.
Atoms and positions in Å:
C: -0.4595 0.8946 0.0886  0.756
C: 2.2335 0.2032 -0.1616  0.936
C: 0.3810 -0.1994 0.3017  -0.365
N: -2.2290 -0.4679 -0.6118  -0.498
C: 0.2709 -1.3475 0.9488  -0.273
O: -1.6143 0.8408 -0.5884  -0.343
O: 2.3651 1.4244 -0.0805  -0.681
O: -0.0451 2.1142 0.2029  -0.627
O: 2.7720 -0.7927 -0.5076  -0.576
H: 1.0566 2.0843 0.1338  0.534
H: -3.2178 -0.2293 -0.6393  0.362
H: -1.9880 -0.8506 -1.5263  0.356
H: -0.5969 -1.5982 1.5472  0.200
H: 1.0716 -2.0759 0.8925  0.220


# 4
The following is a quantum chemistry calculation of an isolated molecule of C4H5NOS, from OMol25.

Each line ends with the natural charge from an NBO analysis.
Atoms and positions in Å:
C: -0.4541 -1.2542 -0.0507  -0.106
C: -0.5981 1.4289 -0.2104  0.010
C: 0.7564 0.9155 0.2671  -0.352
C: 0.7798 -0.5943 0.2857  -0.342
H: -1.0481 -1.4236 0.8927  0.179
H: -0.2020 -2.2347 -0.4557  0.212
H: -0.8058 2.4962 -0.0962  0.209
H: 1.3082 1.4951 0.9862  0.247
H: 1.2056 -1.0565 1.1763  0.236
N: -1.5273 0.7548 -0.7796  -0.081
O: -1.2414 -0.6128 -1.0252  -0.374
S: 1.8266 0.0857 -0.9901  0.164


# 5
The following is a quantum chemistry calculation of an isolated molecule of C4H5NOS, from OMol25.

Each line ends with the natural charge from an NBO analysis.
Atoms and positions in Å:
C: 1.6004 -0.1175 0.0154  0.095
C: -0.9480 0.0458 0.0538  0.011
C: 2.9000 -0.1930 -0.1875  -0.534
C: -2.4117 -0.1053 0.0215  -0.640
N: -0.5116 1.1985 0.3770  -0.075
O: 0.7975 1.3653 0.3258  -0.343
S: 0.2481 -1.1752 -0.2970  0.301
H: 3.1724 -1.1420 -0.6072  0.239
H: 3.4388 0.5835 0.3037  0.250
H: -2.7861 -0.6131 0.9013  0.228
H: -2.6775 -0.7244 -0.8137  0.221
H: -2.8222 0.8772 -0.0931  0.249


# 6
The following is a quantum chemistry calculation of an isolated molecule of C4H5NOS, from OMol25.

Each line ends with the natural charge from an NBO analysis.
Atoms and positions in Å:
C: -2.5542 -0.0296 -0.5858  -0.692
C: -0.0400 0.5150 0.3058  0.380
C: 1.3308 0.2885 0.8950  -0.607
C: 2.2491 -0.1755 -0.1603  0.281
H: -3.2872 -0.7922 -0.7930  0.226
H: -2.2074 0.3689 -1.4820  0.234
H: -2.9900 0.7366 0.0188  0.230
H: 1.3023 -0.4217 1.7869  0.275
H: 1.6972 1.2520 1.2941  0.282
N: 3.0412 -0.5284 -0.9178  -0.288
O: -0.4344 1.5301 -0.2511  -0.548
S: -1.1402 -0.8298 0.3051  0.228


# 7
The following is a quantum chemistry calculation of an isolated molecule of C4H5NOS2, from OMol25.

Each line ends with the natural charge from an NBO analysis.
Atoms and positions in Å:
C: 1.1796 0.0556 -0.1302  -0.186
C: -1.3559 -0.0524 -0.0472  0.141
C: -2.1827 -0.2164 1.2148  -0.452
C: -2.7404 0.1252 -0.2818  -0.426
H: 0.9879 -2.0289 -0.5444  0.413
H: -2.1962 -1.2215 1.6604  0.238
H: -2.1689 0.5871 1.9686  0.233
H: -3.2975 -0.5949 -0.9135  0.249
H: -3.0700 1.0904 -0.2427  0.230
N: 0.5410 -1.1657 -0.1973  -0.326
O: -0.7382 -1.1777 -0.6490  -0.350
S: 2.6902 -0.0325 0.3078  -0.037
S: -0.0365 1.2999 -0.3009  0.271


# 8
The following is a quantum chemistry calculation of an isolated molecule of C4H5NOS2, from OMol25.

Each line ends with the natural charge from an NBO analysis.
Atoms and positions in Å:
C: -0.7665 1.5425 -1.6588  -0.426
C: 0.3611 -1.7265 0.2169  0.390
C: 0.4977 -0.6182 1.2063  -0.596
C: 0.0679 0.6891 0.5728  0.128
H: -0.5492 1.3322 -2.7131  0.218
H: -0.3241 2.5378 -1.4216  0.249
H: -1.8592 1.5609 -1.5431  0.212
H: 1.5757 -0.5648 1.5119  0.286
H: -0.1359 -0.8221 2.0591  0.283
N: -0.2373 0.5200 -0.7756  -0.549
O: 0.6024 -2.8958 0.4212  -0.519
S: -0.1914 -1.0902 -1.3258  0.454
S: 0.0147 2.1003 1.4598  -0.130


# 9
The following is a quantum chemistry calculation of an isolated molecule of C4H5NOS2, from OMol25.

Each line ends with the natural charge from an NBO analysis.
Atoms and positions in Å:
C: -0.7516 -0.4793 -0.1607  -0.047
C: 0.8029 1.4494 0.0106  -0.531
C: 1.4736 0.1528 0.2647  -0.365
C: 0.5994 -0.9921 0.2593  -0.313
H: -3.5147 -1.1951 -0.8843  0.484
H: 0.4968 1.8556 1.1313  0.224
H: 1.4687 2.3694 -0.3872  0.260
H: 2.1545 -0.0390 1.0266  0.235
H: 0.8355 -1.4502 1.2747  0.262
N: -1.7742 -1.2805 -0.1235  -0.132
O: -2.8968 -0.4891 -0.4599  -0.589
S: -0.8014 1.0159 -0.8876  0.359
S: 1.9072 -0.9178 -1.0640  0.153


# 10
The following is a quantum chemistry calculation of a cluster of 2 separate species, C4H5NOS2 in total, from OMol25.

Each line ends with the natural charge from an NBO analysis.
Atoms and positions in Å:
C: 1.1924 0.2393 -0.6430  -0.267
C: 1.7187 1.1973 0.3040  -0.307
C: -2.2050 -0.6406 0.0834  0.862
C: 0.0209 0.3769 -1.2656  -0.351
N: -1.7308 -1.4195 0.8844  -0.731
O: -2.9973 -0.0236 -0.5124  -0.502
S: 0.6945 1.9177 1.3275  0.033
S: -0.2985 -2.0960 1.2263  0.282
H: 1.9414 -0.6134 -0.8844  0.225
H: 2.7083 1.6041 0.3784  0.226
H: -0.6863 1.1643 -1.0830  0.223
H: -0.2125 -0.2720 -2.1089  0.212
H: -0.1458 -1.4345 2.2934  0.096


# 11
The following is a quantum chemistry calculation of an isolated molecule of C4H5NOS2, from OMol25.

Each line ends with the natural charge from an NBO analysis.
Atoms and positions in Å:
C: 0.8670 1.0007 -0.0809  0.197
C: 0.3378 -0.2594 -0.0545  -0.409
C: 1.1399 -1.4698 -0.0093  -0.238
C: -1.1710 -0.3821 0.0206  0.502
H: -0.7301 2.1690 -0.1432  0.431
H: 0.8287 2.9454 -0.0347  0.395
H: 1.9682 1.1229 -0.0160  0.222
H: 0.5294 -2.3498 0.2321  0.211
H: -3.1511 -1.8259 0.3471  0.175
N: 0.2798 2.1843 -0.0717  -0.712
O: -1.8974 0.5316 -0.0199  -0.585
S: 2.7848 -1.5206 -0.0519  -0.053
S: -1.7861 -2.1462 -0.1177  -0.138


# 12
The following is a quantum chemistry calculation of an isolated molecule of C4H5NOS2, from OMol25.

Each line ends with the natural charge from an NBO analysis.
Atoms and positions in Å:
C: -0.3328 -0.7583 1.1118  -0.035
C: 0.0154 1.7626 0.3726  -0.236
C: 0.7957 2.0484 -0.9490  -0.096
C: 0.3177 -0.0477 -1.1504  0.376
H: 0.2141 -1.6909 0.8708  0.234
H: 0.7978 1.9141 1.1106  0.214
H: -0.8771 2.4361 0.5834  0.232
H: 1.8220 2.3224 -0.6483  0.182
H: 0.5771 2.9903 -1.5618  0.205
N: -0.0561 0.3643 0.1502  -0.491
O: 0.9622 0.9763 -1.7740  -0.442
S: -1.1071 -0.6486 2.6675  -0.043
S: 0.1937 -1.6240 -1.6377  -0.101


Number 1: E -435.715369 Ha, gap between HOMO and LUMO 10.2 eV. Number 2: E -435.836640 Ha, gap between HOMO and LUMO 10.0 eV. Number 3: E -511.024821 Ha, gap between HOMO and LUMO 9.1 eV. Number 4: E -683.502223 Ha, gap between HOMO and LUMO 9.9 eV. Number 5: E -683.479283 Ha, gap between HOMO and LUMO 9.1 eV. Number 6: E -683.582229 Ha, gap between HOMO and LUMO 10.5 eV. Number 7: E -1081.660570 Ha, gap between HOMO and LUMO 9.1 eV. Number 8: E -1081.773297 Ha, gap between HOMO and LUMO 8.8 eV. Number 9: E -1081.657399 Ha, gap between HOMO and LUMO 9.3 eV. Number 10: E -1081.691762 Ha, gap between HOMO and LUMO 8.0 eV. Number 11: E -1081.757107 Ha, gap between HOMO and LUMO 8.1 eV. Number 12: E -1081.707630 Ha, gap between HOMO and LUMO 8.0 eV.